A gas-phase ion, C6H12N4 (charge +2). Source: OMol25; level of theory: ωB97M-V/def2-TZVPD.

Summary:
**Relative energy (zero: lowest compared OMol25 entry of this formula, charge and spin)**: 54.2 kcal/mol
**Molecular weight**: 140.19 g mol⁻¹
**E_HOMO**: -18.47 eV
**Net charge**: +2
**Largest force on an atom**: 4.11 eV/A

Geometry as XYZ:
```
22
C6H12N4 ωB97M-V/def2-TZVPD
C 2.17 -1.80 0.10
C 0.35 -0.39 0.09
C 0.14 1.80 -0.93
C 0.24 -2.36 1.04
C -0.86 -3.12 0.40
C -1.37 3.26 0.05
N 1.43 -2.67 0.68
N 1.59 -0.57 -0.21
N -0.36 2.98 -0.93
N -0.29 0.81 -0.10
H 3.21 -1.89 -0.02
H 1.05 1.50 -1.57
H -0.07 -1.87 1.93
H -0.72 -4.18 0.82
H -0.55 -3.03 -0.67
H -1.73 -2.63 0.75
H -1.42 4.25 0.35
H -2.33 2.88 -0.30
H -1.20 2.73 0.95
H 2.08 0.15 -0.73
H -0.06 3.58 -1.68
H -1.31 0.53 0.00
```

Results of the natural (NBO) charge analysis, in e, for atoms 1 through 6:
1. C 0.32
2. C 0.38
3. C 0.41
4. C 0.25
5. C -0.66
6. C -0.46